Density functional theory data (the ωB97M-V functional and the def2-TZVPD basis) for C32H35AsCsN7O4S4Sb as an isolated structure.

The geometry in ORCA input format:
```
! wB97M-V def2-TZVPD RIJCOSX def2/J DEFGRID3
* xyz -2 2
Cs 0.19 0.71 0.01
O -8.06 1.66 0.27
C -7.52 2.31 1.34
O -8.27 2.81 2.14
C -6.05 2.34 1.43
C -5.19 1.64 0.56
C -3.83 1.72 0.70
C -3.21 2.53 1.69
C -4.09 3.23 2.56
C -5.46 3.13 2.43
N -1.87 2.52 1.76
C -1.21 3.50 2.40
C 0.21 3.47 2.59
C 0.89 4.59 3.14
C 2.25 4.56 3.30
C 2.96 3.41 2.92
C 2.24 2.36 2.39
N 0.92 2.37 2.24
H -7.35 1.39 -0.33
H -5.57 1.00 -0.23
H -3.17 1.18 0.02
H -3.68 3.84 3.36
H -6.12 3.65 3.11
H -1.70 4.41 2.75
H 0.32 5.47 3.41
H 2.77 5.41 3.72
H 4.04 3.34 3.03
H 2.74 1.44 2.07
S 0.42 -0.85 -5.50
Sb -1.07 0.47 -4.44
S -3.12 -0.38 -4.14
S -0.65 2.60 -4.05
O 2.10 1.35 -1.77
S 2.27 0.02 -2.46
C 3.68 0.24 -3.57
C 4.40 1.42 -3.47
C 5.52 1.59 -4.27
C 5.89 0.60 -5.17
C 5.15 -0.57 -5.27
C 4.03 -0.75 -4.47
C 3.26 -1.00 -1.34
C 4.13 -0.39 -0.45
C 4.94 -1.19 0.33
C 4.88 -2.57 0.22
C 3.98 -3.17 -0.66
C 3.16 -2.37 -1.45
H 4.06 2.18 -2.78
H 6.09 2.51 -4.20
H 6.77 0.74 -5.79
H 5.43 -1.33 -5.98
H 3.43 -1.65 -4.55
H 4.14 0.69 -0.37
H 5.62 -0.74 1.04
H 5.49 -3.20 0.85
H 3.90 -4.24 -0.70
H 2.44 -2.81 -2.13
C -2.95 -3.47 -1.85
N -2.18 -2.32 -1.43
C -1.06 -1.90 -2.06
N -0.41 -2.78 -2.87
O -0.61 -0.76 -1.86
H -3.89 -3.47 -1.30
H -2.43 -4.40 -1.62
H -3.18 -3.43 -2.92
H -2.67 -1.57 -0.97
H -0.93 -3.59 -3.18
H 0.12 -2.33 -3.61
C -3.70 -1.89 1.70
As -1.84 -1.24 1.83
C -1.18 -2.91 2.63
C -2.06 -0.27 3.53
H -4.12 -2.06 2.70
H -3.70 -2.84 1.17
H -4.33 -1.18 1.17
H -1.95 -3.33 3.28
H -0.28 -2.70 3.21
H -0.92 -3.62 1.85
H -2.33 -0.97 4.32
H -2.83 0.49 3.41
H -1.12 0.23 3.77
N 3.56 -4.99 2.37
C 3.22 -3.88 2.48
N 2.92 -2.63 2.70
C 2.05 -2.01 1.95
N 1.26 -1.39 1.35
*
```

- E_LUMO (alpha / beta) (eV) = 3.60 / 3.59
- Kohn-Sham gap (alpha / beta) (eV) = 4.585 / 7.048
- HOMO energy (alpha / beta) (eV) = -1.0 / -3.5
- energy relative to the best compared isomer or geometry (same formula, charge and spin) (kcal per mole) = 44.0

Density functional theory data (the ωB97M-V functional and the def2-TZVPD basis) for a 11-piece molecular cluster, C91H207ClN2O11P5 overall.

The geometry in ORCA input format:
```
! wB97M-V def2-TZVPD RIJCOSX def2/J DEFGRID3
* xyz 3 1
C 1.63 2.49 3.22
C 2.50 3.66 3.29
C 1.96 4.81 2.37
O 2.67 5.98 2.61
C 3.88 6.21 1.87
N 2.67 4.21 4.72
H 1.91 4.85 5.01
H 2.52 3.45 5.42
H 3.56 4.69 4.80
H 0.65 2.81 3.55
H 1.96 1.67 3.85
H 1.53 2.20 2.20
H 3.53 3.43 3.01
H 0.94 5.01 2.69
H 1.96 4.44 1.34
H 4.77 6.13 2.49
H 3.80 7.14 1.28
H 4.02 5.42 1.14
C -0.75 9.65 3.88
C 0.62 9.05 3.65
C 1.67 10.06 3.14
O 2.02 10.86 4.22
C 2.83 12.02 3.87
N 1.13 8.42 4.93
H 0.72 7.39 5.06
H 2.15 8.37 4.99
H 0.91 9.01 5.72
H -1.36 8.96 4.46
H -1.21 9.92 2.93
H -0.67 10.61 4.41
H 0.62 8.21 2.94
H 1.13 10.61 2.36
H 2.57 9.63 2.69
H 2.27 12.68 3.22
H 3.77 11.69 3.39
H 2.99 12.52 4.82
C -3.53 -2.23 -10.97
C -3.83 -3.62 -10.38
C -3.59 -3.78 -8.87
C -4.69 -3.11 -8.08
P -4.61 -3.35 -6.29
C -3.25 -2.38 -5.46
C -1.78 -2.89 -5.79
C -0.66 -1.90 -5.47
C 0.78 -2.53 -5.68
C -6.16 -2.73 -5.59
C -6.68 -1.37 -6.10
C -5.73 -0.17 -5.84
C -6.41 1.26 -5.94
C -4.46 -5.15 -6.01
C -5.50 -6.10 -6.67
C -5.18 -7.58 -6.45
C -6.14 -8.48 -7.24
H -2.54 -1.94 -10.57
H -4.26 -1.54 -10.61
H -3.54 -2.25 -12.07
H -3.20 -4.45 -10.83
H -4.84 -3.96 -10.55
H -2.63 -3.29 -8.68
H -3.53 -4.80 -8.55
H -5.71 -3.44 -8.37
H -4.72 -2.03 -8.24
H -3.57 -2.57 -4.43
H -3.30 -1.34 -5.78
H -1.74 -3.04 -6.87
H -1.54 -3.86 -5.36
H -0.86 -1.63 -4.43
H -0.75 -0.98 -6.08
H 0.96 -3.41 -5.06
H 1.45 -1.71 -5.44
H 0.83 -2.82 -6.73
H -6.00 -2.57 -4.53
H -6.93 -3.54 -5.65
H -7.64 -1.29 -5.57
H -6.85 -1.38 -7.19
H -4.83 -0.06 -6.53
H -5.20 -0.29 -4.89
H -6.69 1.47 -6.96
H -5.78 1.96 -5.42
H -7.29 1.25 -5.28
H -4.44 -5.28 -4.93
H -3.45 -5.44 -6.34
H -5.49 -5.86 -7.73
H -6.50 -5.84 -6.32
H -5.29 -7.83 -5.39
H -4.15 -7.80 -6.76
H -5.76 -9.48 -7.34
H -6.33 -8.08 -8.23
H -7.09 -8.56 -6.74
C 5.38 -2.70 6.80
C 5.02 -3.37 5.46
C 4.61 -2.27 4.49
C 4.29 -2.84 3.11
P 3.72 -1.65 1.85
C 3.57 -2.48 0.22
C 3.34 -1.61 -0.98
C 3.47 -2.42 -2.26
C 2.39 -3.44 -2.47
C 2.10 -1.00 2.29
C 0.89 -1.89 2.55
C 0.06 -2.29 1.31
C -1.23 -3.09 1.51
C 4.96 -0.27 1.80
C 6.36 -0.72 1.23
C 7.55 -0.24 2.14
C 8.93 -0.64 1.55
H 4.61 -2.03 7.20
H 6.32 -2.12 6.71
H 5.71 -3.37 7.56
H 4.17 -4.05 5.59
H 5.81 -3.92 4.94
H 5.43 -1.54 4.57
H 3.78 -1.67 4.94
H 3.49 -3.59 3.11
H 5.14 -3.46 2.71
H 2.72 -3.16 0.32
H 4.49 -3.06 0.02
H 4.05 -0.78 -0.93
H 2.34 -1.18 -0.88
H 4.42 -2.98 -2.20
H 3.59 -1.84 -3.17
H 2.55 -3.93 -3.41
H 1.39 -3.01 -2.42
H 2.48 -4.27 -1.77
H 1.89 -0.22 1.54
H 2.36 -0.48 3.19
H 0.22 -1.44 3.27
H 1.19 -2.81 3.07
H 0.70 -2.86 0.60
H -0.15 -1.33 0.82
H -1.53 -3.47 0.54
H -2.05 -2.52 1.95
H -0.94 -3.92 2.18
H 5.08 0.12 2.80
H 4.49 0.46 1.13
H 6.59 -0.42 0.19
H 6.45 -1.84 1.11
H 7.45 -0.58 3.18
H 7.47 0.84 2.19
H 9.24 -1.66 1.73
H 9.69 0.03 2.01
H 8.96 -0.35 0.50
C -1.43 -6.51 12.98
C -2.15 -5.90 11.76
C -1.32 -5.03 10.81
C -0.85 -3.75 11.54
P -0.23 -2.46 10.43
C 1.02 -1.49 11.38
C 2.26 -2.23 11.90
C 3.40 -1.38 12.54
C 4.54 -2.28 12.98
C 0.54 -3.25 9.01
C -0.30 -3.49 7.75
C 0.58 -3.97 6.51
C 1.44 -2.90 5.95
C -1.58 -1.36 9.90
C -2.93 -1.99 9.57
C -4.12 -1.00 9.45
C -5.37 -1.64 8.97
H -2.10 -6.96 13.67
H -0.74 -5.81 13.37
H -0.87 -7.34 12.57
H -3.03 -5.32 12.12
H -2.64 -6.59 11.04
H -2.03 -4.73 10.01
H -0.52 -5.67 10.37
H -0.01 -4.06 12.17
H -1.62 -3.30 12.17
H 0.44 -1.09 12.21
H 1.30 -0.64 10.78
H 2.77 -2.73 11.05
H 1.99 -3.07 12.56
H 3.09 -0.68 13.33
H 3.73 -0.70 11.77
H 4.86 -2.91 12.17
H 4.32 -2.90 13.85
H 5.36 -1.70 13.37
H 0.95 -4.20 9.39
H 1.40 -2.65 8.70
H -0.81 -2.58 7.45
H -1.09 -4.21 7.94
H -0.21 -4.36 5.85
H 1.24 -4.83 6.77
H 0.87 -2.01 5.75
H 1.96 -3.18 5.02
H 2.16 -2.55 6.70
H -1.16 -0.65 9.18
H -1.74 -0.78 10.83
H -3.24 -2.70 10.33
H -2.87 -2.46 8.60
H -3.88 -0.12 8.84
H -4.28 -0.51 10.41
H -5.16 -2.14 8.03
H -6.24 -1.00 8.76
H -5.69 -2.33 9.75
C -6.99 3.44 2.19
C -6.93 2.09 1.48
C -5.59 1.86 0.81
C -4.50 1.78 1.92
P -2.75 1.70 1.39
C -1.78 0.88 2.74
C -1.92 1.50 4.13
C -1.29 0.63 5.24
C -2.06 -0.75 5.51
C -2.27 1.01 -0.23
C -2.78 1.70 -1.51
C -2.85 0.65 -2.60
C -3.08 1.35 -3.93
C -2.22 3.42 1.35
C -2.91 4.56 0.53
C -1.99 5.74 0.36
C -1.72 6.35 1.76
H -6.46 4.19 1.59
H -6.39 3.43 3.10
H -8.03 3.73 2.28
H -7.79 1.89 0.81
H -7.09 1.32 2.26
H -5.30 2.61 0.08
H -5.56 0.93 0.24
H -4.60 0.98 2.66
H -4.52 2.72 2.47
H -0.75 1.00 2.43
H -2.08 -0.18 2.71
H -2.99 1.59 4.35
H -1.48 2.49 4.14
H -1.19 1.10 6.20
H -0.25 0.44 4.93
H -1.97 -1.41 4.63
H -3.14 -0.60 5.70
H -1.58 -1.17 6.38
H -2.63 -0.02 -0.25
H -1.17 1.04 -0.12
H -2.07 2.47 -1.82
H -3.75 2.21 -1.47
H -3.61 -0.09 -2.31
H -1.89 0.18 -2.63
H -2.31 2.10 -4.14
H -4.01 1.89 -4.06
H -2.90 0.61 -4.72
H -1.19 3.40 0.97
H -2.04 3.64 2.42
H -3.79 4.89 1.11
H -3.25 4.22 -0.46
H -2.58 6.45 -0.22
H -1.12 5.45 -0.25
H -1.29 5.64 2.47
H -2.61 6.88 2.08
H -1.02 7.19 1.69
C -1.88 0.56 -8.60
C -0.64 1.41 -8.96
C 0.68 0.78 -8.40
C 1.98 1.43 -8.94
P 2.73 0.66 -10.42
C 4.09 1.78 -11.00
C 5.33 1.92 -10.10
C 6.47 2.83 -10.63
C 7.56 2.84 -9.53
C 3.43 -0.97 -10.07
C 3.92 -1.24 -8.67
C 4.51 -2.63 -8.49
C 4.42 -3.02 -7.04
C 1.47 0.66 -11.76
C 0.52 -0.50 -11.88
C -0.55 -0.36 -12.91
C -1.53 0.80 -12.81
H -1.73 -0.50 -8.82
H -2.77 0.88 -9.14
H -2.12 0.63 -7.56
H -0.76 2.39 -8.53
H -0.47 1.45 -10.03
H 0.66 -0.31 -8.56
H 0.65 0.74 -7.31
H 2.73 1.60 -8.20
H 1.79 2.46 -9.27
H 3.56 2.73 -11.11
H 4.32 1.41 -12.02
H 5.81 0.93 -9.98
H 4.96 2.27 -9.15
H 6.18 3.88 -10.86
H 6.86 2.36 -11.50
H 7.26 3.48 -8.68
H 8.53 3.09 -9.95
H 7.63 1.84 -9.11
H 4.19 -1.10 -10.84
H 2.64 -1.70 -10.33
H 3.06 -1.15 -8.00
H 4.64 -0.48 -8.38
H 5.55 -2.68 -8.82
H 4.03 -3.39 -9.15
H 5.06 -2.44 -6.38
H 4.59 -4.07 -6.88
H 3.42 -2.74 -6.67
H 2.05 0.70 -12.69
H 0.93 1.62 -11.68
H 0.07 -0.66 -10.90
H 1.11 -1.41 -12.00
H -1.18 -1.25 -12.81
H -0.15 -0.51 -13.92
H -1.02 1.72 -13.00
H -1.88 0.79 -11.77
H -2.46 0.70 -13.33
Cl -4.02 -1.26 1.05
O 1.54 1.57 7.56
C 0.80 0.51 7.99
O -0.32 0.73 8.41
O 1.44 -0.57 8.12
H 0.87 2.29 7.41
O -1.45 5.51 5.86
C -0.24 5.10 5.45
O 0.08 3.93 5.57
O 0.50 6.03 4.99
H -1.92 4.75 6.21
O 1.27 2.83 -0.95
C 1.61 1.89 0.06
O 0.58 1.29 0.50
O 2.80 1.83 0.39
H 1.93 3.22 -1.52
*
```

- E_LUMO (eV) = -4.56
- Kohn-Sham gap (eV) = 6.747
- HOMO energy (eV) = -11.3

Number 1: calculated total energy -6013.7033 hartree. Number 2: calculated total energy -6694.9276 hartree.